Below is a cluster of 3 separate species, C14H29N2O9 in total, with properties calculated with wB97M-V/def2-TZVPD.

Computed properties:
gap between HOMO and LUMO = 0.235 Ha
max |F| = 0.550 eV Å⁻¹
energy = -1337.6052 hartree

```
! RIJCOSX wB97M-V def2-TZVPD def2/J DEFGRID3
* xyz -1 1
C -5.09134 3.87454 -5.06200
N -3.84363 3.25675 -5.51689
C -3.49325 2.00098 -4.83194
C -2.02675 2.01146 -4.40359
C -1.61351 0.70199 -3.75297
O -0.23469 0.83264 -3.33408
C -2.49820 0.23934 -2.57685
N -3.18557 -1.04149 -2.78867
C -3.80490 0.75868 -5.69999
O -3.11017 0.60963 -6.72083
O -4.74742 0.04775 -5.28794
H -5.96333 3.53601 -5.62855
H -5.26029 3.67044 -4.00756
H -5.02742 4.96088 -5.17128
H -3.94920 3.04470 -6.50019
H -4.11073 1.90236 -3.94374
H -1.83154 2.86404 -3.74474
H -1.39148 2.15063 -5.27891
H -1.66735 -0.06049 -4.53436
H 0.14243 -0.05080 -3.33981
H -1.85558 0.17599 -1.69597
H -3.26623 0.97199 -2.34709
H -2.57497 -1.66581 -3.30108
H -3.97895 -0.86155 -3.40059
C 1.30604 -3.18106 3.94452
C 1.72339 -3.72923 2.59832
O 0.59089 -4.06369 1.78609
C -0.00248 -3.01537 1.19962
O 0.35897 -1.86958 1.29009
O -1.03250 -3.46019 0.49698
C -1.79516 -2.43863 -0.17613
H 0.64058 -3.87704 4.45760
H 2.18268 -3.00448 4.56831
H 0.77719 -2.23681 3.82459
H 2.27799 -4.65921 2.71330
H 2.35598 -3.02033 2.06498
H -1.14784 -1.81271 -0.78178
H -2.32538 -1.82828 0.55208
H -2.51022 -2.94399 -0.81272
C 5.94893 0.65847 7.04859
C 6.29980 0.11362 5.68085
O 5.13082 -0.26906 4.94417
C 4.46730 0.73723 4.36749
O 4.78878 1.89706 4.39158
O 3.40935 0.22973 3.74717
C 2.56293 1.19022 3.10110
H 5.33545 -0.05777 7.59645
H 6.85720 0.85043 7.62023
H 5.39132 1.59000 6.96445
H 6.88404 -0.80050 5.77017
H 6.87786 0.83248 5.10111
H 3.14029 1.82855 2.43739
H 2.04755 1.79499 3.84515
H 1.84231 0.61447 2.52786
*
```

These are the Mulliken partial charges, in e, on atoms 1 to 2:
1. C -0.8257
2. N -0.4504



Below is a cluster of 2 separate species, C4H9O2 in total, with properties calculated with wB97M-V/def2-TZVPD.

Computed properties:
gap between HOMO and LUMO = 0.276 Ha
max |F| = 2.034 eV Å⁻¹
energy = -308.3220 hartree
relative energy (zero: lowest compared OMol25 entry of this formula, charge and spin) = 14.4 kcal/mol

```
! RIJCOSX wB97M-V def2-TZVPD def2/J DEFGRID3
* xyz -1 1
C 1.56312 2.26543 2.12977
C 0.84398 1.69694 0.93787
H 1.56080 3.34059 2.19974
H 1.05757 1.91899 3.04584
H 2.52780 1.78651 2.30285
H -0.12188 1.23234 1.11422
H 0.60578 2.33145 0.07018
H 1.50988 1.01304 0.40925
C -1.48181 -0.09853 -1.22469
C -0.59885 -1.30318 -0.82402
O -1.13786 -2.31685 -0.33834
O 0.62433 -1.10935 -1.03979
H -0.91385 0.45456 -1.98198
H -1.62205 0.64144 -0.43665
H -2.42153 -0.30559 -1.74456
*
```

These are the Mulliken partial charges, in e, on atoms 1 to 2:
1. C -0.9559
2. C -0.7144



Below is a structure of composition C21H25HgN5O2P2S3, with properties calculated with wB97M-V/def2-TZVPD.

Computed properties:
gap between HOMO and LUMO (alpha / beta) = 0.182 / 0.256 Ha
max |F| = 1.152 eV Å⁻¹
energy = -3270.1790 hartree
relative energy (zero: lowest compared OMol25 entry of this formula, charge and spin) = 9.4 kcal/mol

```
! RIJCOSX wB97M-V def2-TZVPD def2/J DEFGRID3
* xyz -1 2
Hg -0.31080 -0.71269 -1.21682
C -2.38144 2.53808 -2.12879
P -2.03736 1.24820 -0.85941
C -3.66387 0.37492 -0.93684
C -2.26266 2.05583 0.77540
C -3.29982 2.96546 0.95651
C -3.45525 3.62519 2.16326
C -2.59446 3.35557 3.21699
C -1.58243 2.42285 3.06043
C -1.39331 1.77475 1.84351
P -0.07347 0.53469 1.56474
C 1.44027 1.27343 2.30551
C -0.44196 -0.67758 2.89515
H -3.44144 2.55642 -2.37653
H -1.81074 2.28954 -3.02406
H -2.06438 3.52172 -1.78598
H -4.51418 1.04416 -0.79778
H -3.69006 -0.40789 -0.17670
H -3.74126 -0.11589 -1.90881
H -3.97329 3.18947 0.13689
H -4.24050 4.36099 2.28069
H -2.70703 3.87993 4.15740
H -0.92069 2.21058 3.89249
H 1.29016 1.56579 3.34667
H 1.76300 2.14125 1.72992
H 2.22242 0.51453 2.25586
H -0.47746 -0.20644 3.87965
H 0.33748 -1.44065 2.88270
H -1.38762 -1.17638 2.68509
N 6.62222 -2.30121 -0.35300
C 5.65345 -3.12836 -0.91110
S 6.06674 -4.74941 -1.20834
C 4.37862 -2.56175 -1.13937
C 4.02671 -1.23227 -0.73147
C 2.76749 -0.74943 -0.94015
N 1.77877 -1.46091 -1.53716
C 2.10075 -2.71718 -1.95138
C 3.32439 -3.28241 -1.77950
H 7.53385 -2.72473 -0.31632
H 6.60433 -1.32253 -0.58785
H 4.73671 -0.58951 -0.23002
H 2.50827 0.25350 -0.62870
H 1.30245 -3.26838 -2.43512
H 3.51039 -4.28990 -2.12246
C -3.12060 -5.34033 -1.29048
O -2.08980 -4.75775 -0.49175
C -1.59047 -3.55120 -0.77952
S -2.04783 -2.70500 -2.18150
S -0.47680 -2.97326 0.34338
H -2.91739 -6.40814 -1.32191
H -3.13005 -4.92149 -2.29283
H -4.08154 -5.16203 -0.80710
O 0.87859 1.51643 -1.61505
N 0.21493 2.29327 -0.88948
C 0.67462 3.50638 -0.66467
C 1.93403 3.95099 -1.20807
N 2.94102 4.30227 -1.63839
C -0.07463 4.43271 0.13516
N -0.61712 5.23579 0.75698
*
```

These are the Mulliken partial charges, in e, on atoms 1 to 2:
1. Hg 1.3041
2. C -1.5746



Below is a cluster of 2 separate species, C3H12N4 in total, with properties calculated with wB97M-V/def2-TZVPD.

Computed properties:
SMILES = [H]/N=C/N.NCCN
gap between HOMO and LUMO = 0.367 Ha
max |F| = 0.963 eV Å⁻¹
energy = -340.4854 hartree
relative energy (zero: lowest compared OMol25 entry of this formula, charge and spin) = 28.2 kcal/mol

```
! RIJCOSX wB97M-V def2-TZVPD def2/J DEFGRID3
* xyz 0 1
C -0.21756 -0.38728 -1.74749
C -1.13648 -1.48846 -1.23899
N -0.44108 -2.78044 -1.28943
N -0.95434 0.88031 -1.81933
H 0.65469 -0.32027 -1.08238
H 0.14228 -0.64393 -2.74107
H -1.44042 -1.22886 -0.21699
H -2.01023 -1.54541 -1.87818
H -1.09821 -3.53077 -1.11855
H 0.26126 -2.82882 -0.56115
H -1.22578 1.17567 -0.88871
H -0.37128 1.61148 -2.20545
N 1.89769 2.37713 2.49890
C 0.88723 1.36000 2.38795
N 0.89664 0.35462 3.13278
H 1.44845 3.28120 2.58997
H 2.46430 2.40769 1.65919
H 0.14584 1.54918 1.59592
H 0.09698 -0.24303 2.92301
*
```

These are the Mulliken partial charges, in e, on atoms 1 to 2:
1. C -0.3875
2. C -0.3958